(1)
{
  "formula": "C18H17NPdS2",
  "method": "wB97M-V/def2-TZVPD",
  "species": ["Pd", "S", "C", "C", "C", "C", "C", "C", "C", "C", "C", "N", "H", "H", "H", "H", "H", "H", "C", "S", "C", "H", "H", "H", "H", "H", "H", "C", "C", "C", "C", "C", "C", "C", "H", "H", "H", "H", "H"],
  "positions_angstrom": [[0.34371, 0.25172, 0.35541], [4.27210, -1.55283, 1.59554], [4.41462, -1.30786, -0.09970], [3.25438, -0.86189, -0.66597], [2.17909, -0.69002, 0.23418], [2.57109, -1.01742, 1.52371], [1.75939, -1.03693, 2.69731], [2.24695, -1.43474, 3.96009], [1.39949, -1.59454, 5.02369], [0.03707, -1.33736, 4.83868], [-0.35665, -0.87097, 3.60204], [0.44210, -0.68100, 2.56002], [5.36037, -1.51906, -0.57450], [3.19656, -0.66287, -1.72923], [3.30829, -1.61180, 4.06777], [1.77364, -1.91500, 5.98761], [-0.67896, -1.46626, 5.63889], [-1.40121, -0.60870, 3.45047], [-2.45077, 0.05801, 0.67352], [-1.77819, -1.19282, -0.45209], [-3.40022, -1.95400, -0.90145], [-3.07458, -0.40412, 1.44275], [-3.01159, 0.80660, 0.11344], [-1.55847, 0.53884, 1.11550], [-4.03478, -1.21177, -1.38720], [-3.88843, -2.34509, -0.00763], [-3.18870, -2.76907, -1.59172], [-0.03262, 1.81556, -0.77468], [-0.33006, 2.04572, -2.11395], [-1.21719, 3.11662, -2.46373], [-1.50576, 3.42211, -3.77315], [-0.93951, 2.69269, -4.82352], [-0.08698, 1.62552, -4.51251], [0.20733, 1.29896, -3.21110], [-1.66805, 3.68693, -1.65943], [-2.18541, 4.24014, -3.99375], [-1.16138, 2.94384, -5.85360], [0.33740, 1.04414, -5.32538], [0.84594, 0.45869, -2.96633]],
  "total_charge": -2,
  "largest_force_ev_per_a": 2.280,
  "gap_ev": [2.58, 2.58],
  "de_lowest_ev": 3.219
}

(2)
{
  "formula": "C18H18BF4IrO",
  "method": "wB97M-V/def2-TZVPD",
  "species": ["C", "C", "C", "H", "C", "C", "H", "H", "H", "H", "C", "C", "C", "H", "C", "C", "H", "H", "H", "H", "Ir", "O", "C", "C", "H", "H", "H", "H", "C", "C", "C", "H", "C", "H", "C", "H", "C", "H", "F", "B", "F", "F", "F"],
  "positions_angstrom": [[-0.10293, -2.81028, 2.85122], [0.75138, -3.22040, 1.69598], [1.48849, -2.08249, 1.38719], [0.76279, -4.17683, 1.26371], [1.05628, -0.98662, 2.21674], [-0.00897, -1.43397, 3.06348], [-0.51545, -0.88791, 3.79995], [-0.88945, -3.46297, 3.28910], [2.26429, -2.03713, 0.65714], [1.45237, -0.00087, 2.19228], [-2.23329, -2.18006, -0.91967], [-2.59656, -3.09036, -0.01149], [-3.08010, -2.26548, 1.26348], [-2.33169, -4.12726, 0.11073], [-2.97738, -0.93522, 0.92179], [-2.53944, -0.86256, -0.44363], [-2.45108, 0.02999, -1.02172], [-1.87641, -2.43700, -1.87886], [-3.25940, -2.69798, 2.24459], [-3.32016, -0.14669, 1.53239], [-0.72195, -1.53583, 0.83672], [0.99125, 1.43258, -0.99311], [2.31805, 1.08225, -1.59952], [2.05921, 2.49876, -0.95791], [2.88859, 0.38862, -1.02266], [2.32292, 1.05062, -2.66613], [2.47954, 2.62178, 0.02473], [3.39419, 4.76222, -0.75262], [2.67191, 4.79943, -1.55990], [1.87398, 3.64909, -1.78643], [0.91876, 3.69885, -2.82732], [0.28257, 2.83716, -2.98639], [0.78358, 4.84008, -3.60372], [0.04200, 4.86388, -4.39358], [1.58872, 5.95810, -3.37323], [1.47879, 6.84596, -3.98156], [2.53194, 5.92165, -2.34133], [3.15534, 6.78895, -2.15066], [-1.50109, -3.41937, 1.78158], [-2.17748, -4.62359, 2.43259], [-2.63729, -4.25261, 3.67599], [-3.21722, -4.99334, 1.70848], [-1.11961, -5.40316, 2.32160]],
  "spin_multiplicity": 6,
  "total_charge": 1,
  "largest_force_ev_per_a": 4.801,
  "gap_ev": [8.18, 4.16],
  "s2": 8.78
}

(3)
{
  "formula": "C18H18Br2N2RbSSi",
  "method": "wB97M-V/def2-TZVPD",
  "species": ["Rb", "Br", "C", "Br", "H", "H", "C", "Si", "C", "C", "C", "C", "C", "C", "N", "C", "S", "H", "H", "H", "H", "H", "H", "H", "H", "H", "H", "H", "H", "N", "C", "C", "C", "C", "C", "C", "C", "C", "C", "H", "H", "H", "H"],
  "positions_angstrom": [[2.47819, 2.54396, 0.29812], [3.67999, 4.49010, 2.79999], [4.66724, 5.56235, 1.59261], [4.81595, 4.16515, -0.99227], [5.72193, 5.61065, 1.81429], [4.14181, 6.44685, 1.26423], [-2.85201, 0.65309, 2.93536], [-2.36270, -0.73620, 1.78926], [-3.12292, -2.32354, 2.45789], [-3.01930, -0.50237, 0.06364], [-0.48613, -0.96830, 1.89792], [0.03016, -1.86331, 2.82995], [1.39859, -1.97468, 3.03527], [2.23183, -1.15614, 2.29986], [1.78330, -0.30157, 1.37969], [0.46453, -0.22917, 1.17122], [-0.58279, 2.28145, 0.49704], [-3.93758, 0.68978, 3.07692], [-2.51139, 1.60420, 2.52132], [-2.38283, 0.51852, 3.91452], [-4.21225, -2.27002, 2.37478], [-2.88333, -2.47960, 3.51381], [-2.78502, -3.20107, 1.89808], [-4.11322, -0.52960, 0.08261], [-2.67078, -1.30225, -0.59510], [-2.69595, 0.45865, -0.34607], [-0.64289, -2.48759, 3.40734], [1.80790, -2.67167, 3.75516], [3.30649, -1.17774, 2.44843], [0.62389, -2.01289, -7.52832], [0.54100, -1.60774, -6.45297], [0.43921, -1.10768, -5.11555], [1.51942, -0.42686, -4.52380], [1.42831, 0.04185, -3.24086], [0.24373, -0.16041, -2.45813], [-0.85125, -0.82536, -3.09659], [-0.74664, -1.28700, -4.38083], [0.16161, 0.27713, -1.16647], [0.05025, 0.69581, 0.06463], [2.42404, -0.27371, -5.09769], [2.25474, 0.57380, -2.79217], [-1.77297, -0.94709, -2.54543], [-1.58216, -1.78978, -4.85170]],
  "total_charge": -1,
  "largest_force_ev_per_a": 0.407,
  "gap_ev": [6.70, 5.83],
  "de_lowest_ev": 0.000
}

(4)
{
  "formula": "C18H18Br36F2O6",
  "method": "wB97M-V/def2-TZVPD",
  "species": ["C", "Br", "Br", "Br", "H", "C", "Br", "Br", "Br", "H", "C", "Br", "Br", "Br", "H", "C", "Br", "Br", "Br", "H", "C", "Br", "Br", "Br", "H", "C", "Br", "Br", "Br", "H", "C", "Br", "Br", "Br", "H", "C", "Br", "Br", "Br", "H", "C", "Br", "Br", "Br", "H", "C", "Br", "Br", "Br", "H", "C", "Br", "Br", "Br", "H", "C", "Br", "Br", "Br", "H", "C", "C", "O", "C", "O", "O", "F", "H", "H", "H", "C", "C", "O", "C", "O", "O", "F", "H", "H", "H"],
  "positions_angstrom": [[0.98345, 2.26842, -4.46372], [0.37269, 2.90678, -2.70891], [1.86057, 0.41499, -4.45669], [2.23000, 3.54278, -5.37150], [0.13493, 2.06184, -5.11598], [4.55648, -3.42216, -0.49713], [4.12096, -1.83226, -1.58230], [3.27864, -4.87068, -0.70239], [4.65841, -2.68978, 1.34661], [5.50856, -3.80671, -0.86285], [2.75664, 1.39208, 5.33838], [1.40130, 2.73268, 4.71781], [1.97632, -0.38248, 4.78920], [3.05601, 1.33965, 7.29774], [3.72925, 1.51873, 4.86287], [4.80239, 1.88011, 0.15412], [3.41095, 2.22836, -1.20717], [3.81896, 1.43092, 1.86450], [5.78358, 3.61142, 0.37073], [5.47147, 1.07722, -0.15536], [-1.74587, -3.51428, 3.56286], [-1.49403, -1.74982, 4.28904], [-0.00646, -4.41508, 3.43482], [-2.66554, -3.45056, 1.80399], [-2.42765, -3.97379, 4.27851], [-5.89059, 0.74557, -0.23974], [-5.62132, -0.95281, -1.34999], [-6.34142, 2.31991, -1.39777], [-4.39538, 0.94412, 0.98884], [-6.75429, 0.50712, 0.38096], [-4.71458, 2.29699, 4.25523], [-4.89587, 3.84208, 3.07002], [-5.20400, 2.66391, 6.20941], [-2.83227, 1.87558, 4.13622], [-5.36443, 1.51947, 3.85368], [4.80555, -4.14881, 5.92730], [4.24491, -5.84244, 6.80138], [4.65262, -2.53530, 7.09223], [3.65090, -3.87547, 4.29600], [5.84292, -4.36598, 5.67279], [-4.43440, 1.44298, -4.38021], [-2.88961, 1.96042, -3.25751], [-4.05431, 0.41029, -6.01287], [-5.58030, 3.00753, -4.88578], [-5.11107, 0.81836, -3.79705], [0.67115, -0.25420, 0.36486], [1.12926, -2.04918, 1.01455], [0.03575, 0.88955, 1.87033], [-0.63807, -0.48637, -1.17258], [1.63060, 0.04788, -0.05503], [0.58203, 5.73765, 1.59327], [-1.04849, 4.77019, 2.15317], [2.24001, 4.56373, 1.71128], [0.90719, 7.29637, 2.85438], [0.48631, 6.00691, 0.54141], [-0.07349, -6.31283, -0.56147], [1.12588, -7.64884, -1.21996], [-1.25443, -7.04810, 0.77120], [-1.31271, -5.54594, -1.95257], [0.55535, -5.56155, -0.08374], [1.41098, -4.29453, -3.84590], [1.52655, -5.62599, -4.56048], [2.18052, -5.31955, -5.74790], [2.69031, -4.04119, -5.75546], [3.47414, -3.51917, -6.54606], [2.34532, -3.46136, -4.55965], [0.30973, -6.18112, -4.85603], [1.68684, -4.48079, -2.80796], [0.42406, -3.83667, -3.91275], [2.14409, -6.31792, -3.98777], [-3.35459, 5.86601, -0.26641], [-3.27597, 4.77046, -1.30158], [-2.06409, 5.23071, -1.99277], [-1.51087, 6.14302, -1.39622], [-0.53094, 6.69915, -1.78403], [-2.09587, 6.36482, -0.29000], [-4.35857, 4.63890, -2.04829], [-3.54573, 5.58469, 0.76917], [-4.09736, 6.64419, -0.44197], [-3.08000, 3.79918, -0.84736]],
  "largest_force_ev_per_a": 9.392,
  "gap_ev": 9.08
}